# 1
Formula: C21H19N3O3S2
Source: the OMol25 dataset
Level of theory: the ωB97M-V functional and the def2-TZVPD basis

Atoms and positions in Å:
1 C -4.7849 2.6830 -1.7999
2 O -3.9932 1.4832 -1.6533
3 C -3.5983 1.2346 -0.3802
4 O -3.9717 1.8584 0.5949
5 C -2.6568 0.1388 -0.1277
6 N -1.9285 -0.4110 -1.0701
7 N -0.8965 -1.1942 -0.6088
8 C -0.0092 -1.7520 -1.5144
9 C 1.3559 -2.0226 -1.2555
10 C 2.2092 -2.5077 -2.2313
11 C 1.7037 -2.7683 -3.4850
12 C 0.3943 -2.5015 -3.8039
13 C -0.4817 -2.0164 -2.8177
14 C -0.6518 -0.9709 0.8259
15 S -2.1998 -0.3181 1.4968
16 S -0.1981 -2.4004 1.8862
17 C 1.1766 -1.5389 2.5475
18 C 2.0464 -2.1749 3.5684
19 C 1.4647 -3.0454 4.6224
20 O 3.2570 -2.0739 3.5090
21 C 1.3767 -0.3252 1.9409
22 C 2.5622 0.6381 2.1638
23 N 0.4227 0.0049 0.9753
24 C 0.3446 1.2535 0.3418
25 C 0.9013 1.4495 -0.9305
26 C 0.9193 2.6933 -1.5669
27 C 0.4035 3.8024 -0.9418
28 C -0.1734 3.6858 0.2877
29 C -0.1908 2.4303 0.9530
30 H -5.0620 2.8155 -2.8583
31 H -5.7141 2.5404 -1.2094
32 H -4.2027 3.5303 -1.4664
33 H 1.7379 -1.7955 -0.2709
34 H 3.2899 -2.6804 -2.0170
35 H 2.3956 -3.1768 -4.1995
36 H 0.0046 -2.6748 -4.7949
37 H -1.5055 -1.7891 -3.0893
38 H 2.0952 -3.0694 5.5428
39 H 0.4545 -2.6666 4.8655
40 H 1.3952 -4.0836 4.3057
41 H 3.2711 0.3272 2.9149
42 H 3.0726 0.6090 1.1666
43 H 2.2113 1.6239 2.4118
44 H 1.2984 0.6196 -1.4459
45 H 1.2711 2.8234 -2.5835
46 H 0.4647 4.7488 -1.4870
47 H -0.6713 4.5230 0.7364
48 H -0.6099 2.4409 1.9517

Output
* frontier orbital gap: 0.288 hartree
* relative energy (zero: lowest compared OMol25 entry of this formula, charge and spin): 280.9 kJ/mol
* SMILES: COC(=O)C1=NN(c2ccccc2)[C@@]2(S1)SC(C(C)=O)=C(C)N2c1ccccc1
* LUMO: 0.1 eV
* E_HOMO: -7.79 eV

---

# 2
Formula: C20H35BN6O2S
Source: the OMol25 dataset
Level of theory: the ωB97M-V functional and the def2-TZVPD basis

Atoms and positions in Å:
1 C -3.2238 -2.3259 -1.0678
2 C -2.3152 -2.9385 -2.1507
3 C -0.9619 -3.4340 -1.6936
4 O -0.5399 -4.5190 -2.0001
5 O -0.2142 -2.6584 -0.8817
6 C -0.3083 -1.2212 -0.9652
7 C 1.1110 -0.6349 -0.9127
8 B 1.4195 0.1222 0.4324
9 C 2.0983 1.5236 0.4098
10 C 0.9865 2.5502 0.0590
11 C 1.5437 3.8503 -0.5492
12 S 1.5353 3.7399 -2.3676
13 H -3.6718 -1.3911 -1.4127
14 H -2.6808 -2.1055 -0.1482
15 H -4.0313 -3.0124 -0.8108
16 H -2.7913 -3.8238 -2.5778
17 H -2.1770 -2.2474 -2.9892
18 H -0.8071 -0.9250 -1.8901
19 H -0.9157 -0.8578 -0.1308
20 H 1.2813 0.0269 -1.7680
21 H 1.8224 -1.4665 -0.9817
22 H 1.0334 -0.3826 1.4507
23 H 2.5666 1.8039 1.3551
24 H 2.8450 1.5560 -0.3963
25 H 0.4158 2.7911 0.9602
26 H 0.2766 2.1136 -0.6526
27 H 2.5748 3.9885 -0.2225
28 H 0.9597 4.7153 -0.2380
29 H 1.1084 4.9767 -2.6354
30 C 2.5835 7.9756 -2.5835
31 C 2.4760 7.4846 -1.2156
32 N 2.4140 7.0873 -0.1375
33 H 3.6222 7.9342 -2.9050
34 H 1.9829 7.3579 -3.2481
35 H 2.2313 9.0040 -2.6354
36 C -0.1443 -6.4106 0.5575
37 C -0.3576 -6.7955 1.9468
38 N -0.5384 -7.0945 3.0434
39 H 0.9171 -6.4381 0.3209
40 H -0.6735 -7.0938 -0.1032
41 H -0.5099 -5.4016 0.3883
42 C -7.2836 -2.0672 -0.8582
43 C -6.6824 -0.7424 -0.9522
44 N -6.2052 0.3017 -1.0280
45 H -6.5159 -2.8302 -0.9709
46 H -7.7646 -2.1866 0.1105
47 H -8.0271 -2.1916 -1.6430
48 C -2.5115 -9.4639 4.3772
49 C -3.7634 -9.4560 5.1243
50 N -4.7513 -9.4479 5.7145
51 H -1.7231 -9.9080 4.9817
52 H -2.6334 -10.0481 3.4666
53 H -2.2209 -8.4494 4.1128
54 C 1.8861 8.5832 2.8176
55 C 1.2300 9.5011 3.7413
56 N 0.7135 10.2268 4.4697
57 H 1.5617 8.7782 1.7986
58 H 2.9654 8.7080 2.8740
59 H 1.6353 7.5556 3.0714
60 C 6.4111 0.4579 -1.7565
61 C 5.6913 1.7181 -1.6189
62 N 5.1187 2.7104 -1.5132
63 H 5.9345 -0.3075 -1.1468
64 H 6.4035 0.1405 -2.7974
65 H 7.4412 0.5831 -1.4287

Output
* frontier orbital gap: 0.341 hartree
* SMILES: CCC(=O)OCCBCCCS.CC#N.CC#N.CC#N.CC#N.CC#N.CC#N
* LUMO: 0.3 eV
* E_HOMO: -8.99 eV

---

# 3
Formula: C5H7N
Source: the OMol25 dataset
Level of theory: the ωB97M-V functional and the def2-TZVPD basis

Atoms and positions in Å:
1 C 1.8256 0.0689 0.2395
2 C 0.3346 0.1730 0.0719
3 C -0.6102 -0.9564 -0.1405
4 N -1.8320 -0.2381 -0.5329
5 C -1.8466 1.0549 -0.2266
6 C -0.4196 1.2960 0.0788
7 H 2.1735 0.7980 0.9775
8 H 2.1586 -0.9250 0.5536
9 H 2.3399 0.3007 -0.7038
10 H -0.2985 -1.8651 -0.6750
11 H -2.6522 -0.7902 -0.7344
12 H -1.1357 -1.2045 0.7940
13 H -0.0374 2.2878 0.2980

Output
* frontier orbital gap: 0.324 hartree
* relative energy (zero: lowest compared OMol25 entry of this formula, charge and spin): 265.5 kJ/mol
* LUMO: 0.8 eV
* E_HOMO: -8.06 eV

---

# 4
Formula: C4H9N2OP
Source: the OMol25 dataset
Level of theory: the ωB97M-V functional and the def2-TZVPD basis

Atoms and positions in Å:
1 H -1.0874 1.4172 2.4649
2 N -1.0239 0.5266 1.9735
3 N -0.5758 0.7888 0.8570
4 C -0.3088 -0.3737 -0.0183
5 C -0.6996 -1.7955 0.5946
6 P -1.2909 0.3643 -1.4970
7 C 1.1331 -0.2962 -0.6634
8 C 1.7741 1.0001 -0.6997
9 O 1.5531 -1.2476 -1.2813
10 H -0.0604 -2.5886 0.0562
11 H -1.7814 -2.1065 0.6071
12 H -0.4139 -1.7808 1.5402
13 H -2.5887 0.3642 -0.7805
14 H -0.8321 1.6656 -1.1746
15 H 2.0288 1.4647 0.3154
16 H 2.8463 0.7455 -1.0415
17 H 1.3274 1.8519 -1.2527

Output
* frontier orbital gap: 0.368 hartree
* relative energy (zero: lowest compared OMol25 entry of this formula, charge and spin): 250.0 kJ/mol
* SMILES: [H]/N=N/[C@@](C)(P)C(C)=O
* LUMO: 0.7 eV
* E_HOMO: -9.33 eV

---

# 5
Formula: C4H10N2
Source: the OMol25 dataset
Level of theory: the ωB97M-V functional and the def2-TZVPD basis

Atoms and positions in Å:
1 C 0.4519 -2.7551 0.9820
2 N 0.1672 -1.6648 0.4223
3 C 1.2241 -0.6747 0.3174
4 C 1.1957 0.0009 -1.0501
5 H 1.4673 -3.0153 1.3051
6 H -0.3213 -3.5022 1.1426
7 H 1.0483 0.0930 1.0747
8 H 2.2140 -1.1066 0.5160
9 H 2.0053 0.7261 -1.1281
10 H 1.2959 -0.7403 -1.8414
11 H 0.2335 0.4928 -1.1787
12 C -1.2317 2.8484 -0.4145
13 N -2.1485 2.0907 -0.0034
14 H -1.2365 3.8917 -0.0980
15 H -0.3509 2.5208 -0.9732
16 H -1.9783 1.1032 -0.1976

Output
* frontier orbital gap: 0.404 hartree
* relative energy (zero: lowest compared OMol25 entry of this formula, charge and spin): 192.5 kJ/mol
* SMILES: C=NCC.C=N
* LUMO: 1.1 eV
* E_HOMO: -9.92 eV

---

# 6
Formula: C5H5HoO4
Source: the OMol25 dataset
Level of theory: the ωB97M-V functional and the def2-TZVPD basis

Atoms and positions in Å:
1 O 1.5769 -1.0911 -0.8234
2 C 1.5423 0.2485 -0.4569
3 C 0.3319 0.6470 0.3898
4 O -0.7881 0.8278 -0.1857
5 C -1.8857 -0.8285 -1.4494
6 O -2.0100 -1.7732 -0.5800
7 O -3.0582 -0.2238 -1.7776
8 Ho 0.0078 -2.4313 -1.6428
9 H 1.5274 0.9196 -1.3408
10 H 2.4520 0.5096 0.1221
11 H -3.5897 -0.1497 -0.9637
12 C 0.4371 0.8200 1.8341
13 C 1.5635 0.8523 2.6197
14 H -0.5613 0.9511 2.2876
15 H 2.4542 0.7217 1.9672

Output
* frontier orbital gap (spin up / spin down): 0.190 / 0.174 hartree
* 2S+1: 6
* charge: -1
* ⟨S²⟩: 8.75
* LUMO (spin up / spin down): 2.4 / 1.9 eV
* E_HOMO (spin up / spin down): -2.80 / -2.80 eV